[1]
This record from OMol25 describes a gas-phase ion, C11H12NO3 (charge -1) at a distorted geometry. The level of theory is ωB97M-V/def2-TZVPD.

Summary:
E: -19229.396 eV
LUMO level (alpha / beta): 3.7 / 2.1 eV
HOMO-LUMO gap (alpha / beta): 4.31 / 6.35 eV
HOMO (alpha / beta): -0.57 / -4.26 eV

Geometry as ORCA input:
```
! RIJCOSX wB97M-V def2-TZVPD def2/J DEFGRID3
* xyz -1 3
C -3.72608 -0.76086 -0.21656
C -3.22466 -0.17620 -1.39097
C -3.10381 -0.51788 1.00338
C -2.02198 0.47085 -1.38540
C -1.88770 0.19964 1.08635
C -1.39302 0.58289 -0.18243
C -1.16445 0.45385 2.30371
C 0.14450 0.78894 2.35357
C 0.90267 0.98680 1.03188
C 2.05328 -0.69428 -1.40696
C 2.59029 -0.28989 -0.02942
N -0.19764 1.23746 -0.04013
O 0.22218 2.21368 -0.91733
O 1.74276 2.00052 1.00271
O 1.54994 -0.24969 0.86669
H -4.78364 -1.27210 -0.26673
H -3.76543 -0.34456 -2.34036
H -3.67794 -0.96198 1.79089
H -1.71114 0.91860 -2.26555
H -1.68635 0.42277 3.29924
H 0.67040 1.06063 3.20498
H 1.09936 -0.01797 -1.51637
H 2.82096 -0.52402 -2.17296
H 1.90861 -1.84561 -1.34674
H 3.02856 0.81800 -0.09097
H 3.55091 -0.87474 0.23969
H 0.97747 2.60648 -0.37844
*
```

[2]
This record from OMol25 describes a molecular structure, C11H12NO6Yb at a distorted geometry. The level of theory is ωB97M-V/def2-TZVPD.

Summary:
E: -56887.672 eV
LUMO level (alpha / beta): -8.8 / -9.1 eV
HOMO-LUMO gap (alpha / beta): 7.11 / 6.49 eV
HOMO (alpha / beta): -15.88 / -15.62 eV

Geometry as ORCA input:
```
! RIJCOSX wB97M-V def2-TZVPD def2/J DEFGRID3
* xyz 2 2
O 1.16838 1.65560 -3.93569
C 1.37239 1.06442 -2.97653
Yb 0.48390 0.76994 -0.59967
O -1.97466 2.24303 -2.90760
C -1.16838 1.72834 -2.26342
C -1.47832 -0.26984 0.58502
O -2.30156 -0.71080 1.25984
C 1.44849 -1.18280 0.43598
O 1.56994 -2.01861 1.24290
C -0.39746 -1.48531 -1.43272
O -1.02244 -2.46138 -1.58528
H 1.17316 -1.37707 -1.39430
O 0.83496 1.66821 1.24298
C 0.99227 1.78390 2.49837
C 2.18968 1.19687 3.22978
C 2.78710 2.12516 4.26960
C 2.06559 2.07430 5.61368
C 0.65131 2.67881 5.52977
C -0.24026 1.89046 4.58524
N 0.00326 2.30422 3.21715
H 1.82800 0.24921 3.69436
H 2.93641 0.95603 2.45077
H 3.81165 1.83284 4.44142
H 2.84096 3.16446 3.93734
H 2.02053 1.04805 6.01948
H 2.62911 2.61753 6.38132
H 0.18898 2.68779 6.52638
H 0.75472 3.72624 5.20130
H -0.00863 0.82641 4.64686
H -1.30293 2.02657 4.83469
H -0.77624 2.60931 2.66378
*
```

[3]
This record from OMol25 describes a molecular structure, C11H12O at a distorted geometry. The level of theory is ωB97M-V/def2-TZVPD.

Summary:
E: -13643.699 eV
LUMO level: 0.1 eV
HOMO-LUMO gap: 9.22 eV
HOMO: -9.16 eV

Geometry as ORCA input:
```
! RIJCOSX wB97M-V def2-TZVPD def2/J DEFGRID3
* xyz 0 1
C -0.81098 1.56893 2.85217
C -0.53890 0.31142 1.81445
C 0.60748 0.53679 1.02704
C 0.25485 -0.14385 -0.30113
C -1.13359 -0.37405 -0.36924
C -1.70343 -0.90679 -1.44987
C -0.86140 -1.17987 -2.44620
C 0.52474 -1.15315 -2.49451
C 1.12866 -0.44652 -1.28328
C 2.58919 -0.26588 -1.28876
C -1.80266 0.17496 0.85354
H -1.54162 0.92771 3.89211
H 0.00738 2.22351 3.13977
H -1.62098 2.20088 2.26135
H -0.59121 -0.87513 2.72491
H 1.57411 0.08183 1.53546
H 0.66820 1.60458 0.69253
H -2.78310 -0.97452 -1.68120
H -1.35554 -1.70265 -3.26119
H 1.26160 -1.22086 -3.26542
H 3.04939 -0.41762 -2.36862
H 3.11549 -0.92157 -0.52246
H 2.83527 0.62006 -1.21448
O -2.87295 0.33179 1.15302
*
```

[4]
This record from OMol25 describes a molecular structure, C11H12O2 at a distorted geometry. The level of theory is ωB97M-V/def2-TZVPD.

Summary:
E: -15691.636 eV
LUMO level: -0.1 eV
HOMO-LUMO gap: 8.86 eV
HOMO: -8.99 eV

Geometry as ORCA input:
```
! RIJCOSX wB97M-V def2-TZVPD def2/J DEFGRID3
* xyz 0 1
C -1.33347 1.44953 1.08804
C -0.62630 2.58621 1.59292
C 0.62627 2.96932 1.03960
C 1.15669 1.87944 0.09267
C 0.62809 0.63693 -0.11169
C 1.14966 -0.16295 -1.25760
C 1.66596 -1.63800 -0.86048
C 0.48530 -2.37997 -0.03784
C -0.76712 -1.92674 -0.68448
C -1.43107 -0.77016 0.18958
C -0.78842 0.52359 0.40121
H -3.13316 0.65842 1.11259
H -1.13890 3.26166 2.37511
H 1.09590 3.82171 1.30865
H 1.94471 2.21873 -0.65278
H 0.22696 -0.17774 -1.76028
H 2.01559 0.24475 -1.92644
H 2.61815 -1.24595 -0.28705
H 1.94817 -2.47748 -1.53470
H 0.37094 -2.32398 1.08416
H 0.59332 -3.45027 -0.04228
H -0.29388 -1.43204 -1.92766
H -1.65735 -2.67586 -0.90195
O -2.67550 1.38676 1.40235
O -2.68054 -0.97590 0.29836
*
```

[5]
This record from OMol25 describes a single C11H12OS2 molecule at a distorted geometry. The level of theory is ωB97M-V/def2-TZVPD.

Summary:
E: -35316.384 eV
LUMO level: 0.5 eV
HOMO-LUMO gap: 7.62 eV
HOMO: -7.13 eV
Structure (SMILES): C[C@@]12O[C@]1(c1ccccc1)SCCS2

Geometry as ORCA input:
```
! RIJCOSX wB97M-V def2-TZVPD def2/J DEFGRID3
* xyz 0 1
C 0.51019 2.39960 -0.20736
C 1.31580 1.18620 0.20434
O 0.98443 0.46810 1.36946
C 0.41236 -0.43550 0.44803
C -1.01615 -0.37348 0.18843
C -1.65414 -1.24573 -0.73590
C -2.99277 -1.13410 -0.96702
C -3.74753 -0.24629 -0.20124
C -3.15562 0.61181 0.73707
C -1.79230 0.53353 0.92120
S 1.16381 -2.01950 0.18328
C 2.88940 -1.67409 -0.33787
C 3.48891 -0.46352 0.30108
S 2.90773 1.06210 -0.48228
H -0.06492 2.11508 -1.10078
H 1.09256 3.15484 -0.57461
H 0.01390 2.67152 0.68949
H -1.14465 -1.87236 -1.46298
H -3.44510 -1.68615 -1.77128
H -4.75287 -0.03890 -0.22864
H -3.89026 1.11181 1.30749
H -1.09601 1.09733 1.61090
H 3.10103 -1.69738 -1.35846
H 3.27987 -2.59079 0.02555
H 3.03323 -0.45277 1.29627
H 4.55909 -0.48136 0.14585
*
```

[6]
This record from OMol25 describes a single C11H13BO2 molecule at a distorted geometry. The level of theory is ωB97M-V/def2-TZVPD.

Summary:
E: -16387.940 eV
LUMO level (alpha / beta): -0.2 / -0.2 eV
HOMO-LUMO gap (alpha / beta): 6.90 / 7.94 eV
HOMO (alpha / beta): -7.06 / -8.17 eV

Geometry as ORCA input:
```
! RIJCOSX wB97M-V def2-TZVPD def2/J DEFGRID3
* xyz 0 1
B 2.56312 -1.63536 -1.07351
C -3.04104 1.94252 -0.82501
C -3.22638 1.67452 0.52492
C -2.00277 1.35397 -1.50488
C -2.36080 0.80673 1.18218
C -1.10167 0.47103 -0.85301
C -1.30588 0.20020 0.53279
C -0.06550 -0.08994 -1.56353
C 1.42304 -0.97102 -0.34411
C -0.46490 -0.81361 1.25633
C 1.05090 -0.69420 1.04696
C 1.58567 0.68108 1.48727
O 2.67142 -1.54523 -2.43603
O 3.44951 -2.35774 -0.30388
H -3.71546 2.61016 -1.34132
H -4.04165 2.13270 1.06428
H -1.83992 1.56600 -2.55232
H -2.52635 0.60052 2.23130
H 0.16331 -0.11105 -2.60394
H -0.68046 -0.75568 2.32572
H -0.76818 -1.80773 0.90530
H 1.53504 -1.45612 1.67463
H 2.66428 0.72022 1.34274
H 1.36536 0.85344 2.54104
H 1.12688 1.46800 0.89248
H 3.39847 -2.03301 -2.82353
H 4.14394 -2.81038 -0.78286
*
```

[7]
This record from OMol25 describes a molecular structure, C11H13BrOOs at a distorted geometry. The level of theory is ωB97M-V/def2-TZVPD.

Summary:
E: -86168.149 eV
LUMO level (alpha / beta): 0.4 / -1.8 eV
HOMO-LUMO gap (alpha / beta): 6.98 / 6.27 eV
HOMO (alpha / beta): -6.62 / -8.12 eV

Geometry as ORCA input:
```
! RIJCOSX wB97M-V def2-TZVPD def2/J DEFGRID3
* xyz 0 5
C -1.62187 -0.92555 -0.47823
C -1.62483 -1.48935 0.82632
C -1.72844 -0.39201 1.78120
H -1.61474 -2.55744 1.06746
C -1.61498 0.85928 1.07550
C -1.57729 0.52297 -0.33769
H -1.56041 1.24961 -1.15062
H -1.58909 -1.49380 -1.41602
H -1.92664 -0.47182 2.84825
H -1.55178 1.86189 1.52175
Os 0.14892 -0.23389 0.57730
Br 2.09820 -1.70394 0.56694
C 1.95416 0.68546 -1.66202
C 0.86322 1.49217 -2.09761
C -0.06037 0.64619 -2.77548
H 0.78287 2.57772 -2.01268
C 0.47521 -0.67008 -2.80998
C 1.70574 -0.66074 -2.10768
H 2.32390 -1.53832 -1.98964
H 2.88555 1.05811 -1.24935
H -1.00117 0.96064 -3.23386
H 0.08417 -1.53641 -3.35139
C 0.86536 0.40933 3.31838
O 0.31678 -0.61946 2.54319
H 1.89767 0.09718 3.56604
H 0.18094 0.48994 4.18536
H 0.88892 1.38231 2.79455
*
```

[8]
This record from OMol25 describes a molecular structure, C11H13ClI2N4O4Re at a distorted geometry. The level of theory is ωB97M-V/def2-TZVPD.

Summary:
E: -56606.934 eV
LUMO level (alpha / beta): -7.6 / -8.6 eV
HOMO-LUMO gap (alpha / beta): 8.31 / 7.37 eV
HOMO (alpha / beta): -15.93 / -15.96 eV

Geometry as ORCA input:
```
! RIJCOSX wB97M-V def2-TZVPD def2/J DEFGRID3
* xyz 2 4
Re 0.24342 -0.58595 -0.52709
I 2.37851 -1.69677 1.19597
C 3.67207 -0.54201 0.07091
I 2.65090 0.19879 -1.62945
H 4.53448 -1.09147 -0.27482
H 3.93781 0.27754 0.70037
C 1.58003 3.09814 0.37038
C 0.34391 2.40189 0.90381
N -0.13007 1.17199 0.76276
C -1.07924 0.93216 1.72520
C -1.22359 2.09648 2.43562
N -0.33818 2.95780 1.93245
C -1.97688 2.56807 3.64570
O -2.93706 1.74808 4.05396
O -1.60694 3.51492 4.29947
C -1.68957 -0.43658 1.72038
O -2.53117 -0.74971 2.47835
O -1.12332 -1.16267 0.73444
H 1.61766 4.15485 0.73980
H 1.53082 3.14118 -0.74159
H 2.45656 2.55521 0.72463
H -0.29612 3.91257 2.18934
H -3.21389 0.97916 3.47342
Cl -2.54299 -0.23384 -1.91312
C -0.80161 0.37839 -2.08783
H -0.81704 1.46562 -1.92765
H -0.41952 0.04930 -3.08521
N 0.15989 -3.81167 -3.21571
C -0.89907 -4.19921 -2.46329
C -1.01948 -3.30860 -1.46022
N -0.08309 -2.35755 -1.61825
C 0.66961 -2.71930 -2.70225
H 0.53703 -4.15455 -4.08870
H -1.37387 -5.14845 -2.62814
H -1.78362 -3.18637 -0.72447
H 1.57361 -2.21747 -3.06916
*
```

[9]
This record from OMol25 describes a single C11H13ClN2O molecule at a distorted geometry. The level of theory is ωB97M-V/def2-TZVPD.

Summary:
E: -29166.017 eV
LUMO level: -0.4 eV
HOMO-LUMO gap: 7.35 eV
HOMO: -7.76 eV
Structure (SMILES): CCCc1nc2c(c(=O)[nH]1)=C[C@H](C)C=2Cl

Geometry as ORCA input:
```
! RIJCOSX wB97M-V def2-TZVPD def2/J DEFGRID3
* xyz 0 1
C -0.46759 -3.13585 -1.87104
C -1.43613 -1.99056 -2.42927
C -2.23436 -1.42066 -1.25417
C -1.39343 -0.59821 -0.31794
N -0.24194 -0.21608 -0.62841
C 0.43411 0.54136 0.23155
C -0.01612 1.00012 1.60128
C -1.38377 0.46356 1.98758
O -2.00717 0.56710 3.00619
N -1.86400 -0.34167 0.94797
C 0.95467 1.74974 2.14523
C 2.17385 1.85953 1.26294
C 2.66611 3.21411 0.94301
C 1.82357 1.09590 0.11560
Cl 2.80897 0.88634 -1.30701
H -0.25347 -3.86173 -2.66831
H -0.84017 -3.48943 -0.87306
H 0.43759 -2.73972 -1.60395
H -0.76110 -1.18792 -2.68316
H -2.19473 -2.38212 -3.13574
H -3.22256 -0.94971 -1.63914
H -2.55037 -2.42355 -0.73461
H -2.67336 -0.95254 1.04320
H 0.95738 2.19689 3.13658
H 3.05678 1.41675 1.87502
H 1.88838 3.76995 0.50088
H 3.61530 3.35832 0.36920
H 2.72354 3.57010 1.97956
*
```

[10]
This record from OMol25 describes a molecular structure, C11H13ClOs at a distorted geometry. The level of theory is ωB97M-V/def2-TZVPD.

Summary:
E: -26601.058 eV
LUMO level (alpha / beta): 0.5 / -1.7 eV
HOMO-LUMO gap (alpha / beta): 5.98 / 6.29 eV
HOMO (alpha / beta): -5.46 / -8.03 eV

Geometry as ORCA input:
```
! RIJCOSX wB97M-V def2-TZVPD def2/J DEFGRID3
* xyz 0 5
C 0.44313 1.18849 -0.76563
C 0.35208 1.06340 -2.18005
C 0.94347 -0.18284 -2.53567
H -0.11302 1.74327 -2.88588
C 1.35675 -0.85684 -1.36138
C 1.04406 -0.00408 -0.26118
H 1.28195 -0.22533 0.77283
H 0.06293 2.02395 -0.18398
H 1.06508 -0.56102 -3.53840
H 1.85061 -1.82511 -1.32324
Os -0.66979 -0.53636 -1.26073
Cl -2.27129 0.12731 0.36458
C -3.18518 -1.41242 -1.88819
C -2.29873 -2.38557 -2.44122
C -1.55350 -1.77094 -3.48977
H -2.30807 -3.45125 -2.21773
C -2.01952 -0.41918 -3.61896
C -3.00686 -0.19200 -2.62105
H -3.62575 0.69370 -2.52486
H -3.90868 -1.58565 -1.09707
H -0.87089 -2.28607 -4.16744
H -1.79468 0.25136 -4.44290
C -0.80348 -2.32457 -0.16177
H -1.84117 -2.53474 0.10082
H -0.21870 -2.17889 0.75527
H -0.40633 -3.20203 -0.69671
*
```

[11]
This record from OMol25 describes a molecular structure, C11H13CrFO18 at a distorted geometry. The level of theory is ωB97M-V/def2-TZVPD.

Summary:
E: -79613.112 eV
LUMO level (alpha / beta): 3.4 / 3.4 eV
HOMO-LUMO gap (alpha / beta): 3.97 / 4.07 eV
HOMO (alpha / beta): -0.55 / -0.65 eV

Geometry as ORCA input:
```
! RIJCOSX wB97M-V def2-TZVPD def2/J DEFGRID3
* xyz -2 5
Cr 1.42794 -1.07587 0.88577
O -0.94605 -3.58757 3.63605
C 0.21675 -3.28251 3.04221
O 0.23565 -2.32621 2.23166
O 1.22907 -3.90665 3.24318
H -1.33207 -2.72624 3.46086
O 1.32957 1.44212 -2.18299
C 2.42412 0.85496 -1.72414
O 3.44728 0.70640 -2.40834
O 2.38352 0.28635 -0.58572
H 1.43994 1.87709 -3.03164
O 4.36474 -0.29682 4.00189
C 3.48693 -0.92832 3.21242
O 3.61347 -2.18841 3.17408
O 2.60120 -0.33528 2.61294
H 3.86134 0.51999 3.97007
O 2.79185 -4.74191 -0.98934
C 2.64210 -3.79901 -0.04981
O 2.01333 -2.78323 -0.28464
O 3.26832 -3.88637 1.03271
H 2.31267 -4.49681 -1.78428
C -0.67898 4.78837 -0.76718
C -1.10845 3.95314 0.37696
C -2.31064 3.04237 0.30661
O -1.75107 1.82927 0.56318
C -0.45429 1.72119 0.63424
O 0.25071 0.79969 1.14084
O -0.01850 3.03877 0.49858
H -0.46837 4.24914 -1.69075
H 0.33782 5.12178 -0.55975
H -1.39675 5.53641 -1.10385
H -1.17301 4.55965 1.28032
H -2.69729 3.25829 -0.68939
H -3.03018 3.37732 1.05371
C -3.30840 -1.74124 -2.93824
C -3.30069 -0.28741 -2.40442
O -2.05596 -0.10772 -1.78961
C -1.64055 -1.31332 -1.38879
O -0.79340 -1.40150 -0.50081
O -2.31954 -2.28714 -2.00293
F -4.31145 -0.04659 -1.49853
H -3.00543 -1.75778 -3.98516
H -4.29545 -2.20082 -2.88707
H -3.28178 0.54243 -3.11090
*
```

[12]
This record from OMol25 describes a single C11H13IN3O2P molecule at a distorted geometry. The level of theory is ωB97M-V/def2-TZVPD.

Summary:
E: -37570.537 eV
LUMO level: -0.8 eV
HOMO-LUMO gap: 8.93 eV
HOMO: -9.69 eV
Structure (SMILES): O=C(NP(=O)(N1CC1)N1CC1)c1ccccc1I

Geometry as ORCA input:
```
! RIJCOSX wB97M-V def2-TZVPD def2/J DEFGRID3
* xyz 0 1
O 1.13373 1.59110 -0.44805
C 0.12341 0.95181 -0.77429
N -0.33639 0.06787 0.14003
P 0.43486 -0.25473 1.63979
O 0.40874 0.89205 2.57282
N 2.06419 -0.89050 1.41099
C 2.53517 -1.08668 2.81516
C 3.24738 -0.13445 1.87676
N -0.57490 -1.57788 2.10342
C -0.98892 -1.52665 3.47993
C -1.96526 -1.23940 2.27238
C -0.43889 1.03103 -2.05449
C 0.44229 1.11782 -3.16006
C 0.06776 1.12606 -4.46937
C -1.28087 0.94252 -4.77114
C -2.18049 0.83797 -3.70318
C -1.81008 0.89748 -2.32954
I -3.45994 0.75094 -0.64764
H -1.04427 -0.59878 -0.14009
H 3.00067 -2.00296 3.20180
H 2.07563 -0.49196 3.67255
H 3.17630 0.98657 2.13807
H 4.25086 -0.41539 1.47144
H -0.82836 -0.62946 4.09323
H -0.92025 -2.54715 3.98545
H -2.43791 -2.02371 1.67644
H -2.24753 -0.23741 1.94364
H 1.47934 1.20777 -2.91185
H 0.85769 1.37373 -5.30610
H -1.57644 1.05004 -5.87362
H -3.20751 0.83236 -3.90447
*
```